No. 1
Here is a single C3H3NO2 molecule from the OMol25 dataset. Energies are from the ωB97M-V functional and the def2-TZVPD basis.

The frontier orbital gap comes out at 9.36 eV. As for the net charge: 0. The LUMO energy comes out at 0.263 eV. The HOMO energy is -9.10 eV.

Structure (XYZ):
```
9
Properties=species:S:1:pos:R:3:forces:R:3:nbo_charge:R:1
O 2.165 -0.535 0.039 -0.100 -0.126 0.012 -0.6590
C 0.926 0.014 0.089 -0.104 0.406 -0.024 0.1384
C 0.751 1.365 0.118 -0.065 -0.487 -0.008 0.0114
O -1.251 1.090 0.140 0.170 -0.053 -0.089 -0.6397
C -1.259 -0.282 0.095 0.232 -0.160 0.016 0.3846
N -0.149 -0.891 0.104 -0.336 0.276 0.000 -0.4535
H 2.043 -1.495 0.022 0.043 0.142 0.003 0.4938
H -0.995 1.497 -0.722 -0.003 -0.050 0.095 0.5309
H -2.232 -0.763 0.115 0.163 0.052 -0.006 0.1931
```
Positions in Å, forces in eV/Å.


No. 2
Here is a molecular structure, C32H44BrN3P2Tc in a non-equilibrium geometry from the OMol25 dataset. Energies are from the ωB97M-V functional and the def2-TZVPD basis.

The frontier orbital gap (spin up / spin down) comes out at 5.70 / 4.21 eV. As for the spin multiplicity: 4. As for the net charge: +4. The LUMO energy (spin up / spin down) comes out at -13.029 / -14.484 eV. The HOMO energy (spin up / spin down) is -18.72 / -18.69 eV.

Structure (XYZ):
```
83
Properties=species:S:1:pos:R:3:forces:R:3:lowdin_spin:R:1
C 0.243 6.221 -2.180 -0.422 -0.923 -0.056 0.0541
C 0.003 4.831 -2.363 0.228 0.987 -0.564 -0.0289
C -0.356 4.415 -3.662 -0.241 0.375 0.505 0.0523
C -0.567 5.342 -4.676 -0.611 0.013 -1.841 0.0786
N -0.401 6.642 -4.459 0.864 -2.722 3.036 0.7338
C 0.002 7.077 -3.268 -0.116 2.029 -0.510 0.0739
C 0.036 3.725 -1.386 -0.830 -3.354 0.449 -0.0438
C -0.603 2.569 -1.409 0.799 2.727 -0.970 -0.0001
C -1.318 1.411 -1.112 -0.390 -0.237 0.016 -0.0216
C -0.405 0.323 -0.932 0.686 -0.525 0.049 -0.0093
C -0.664 -0.476 0.246 -0.987 -0.721 -0.457 -0.0321
C -1.972 -0.586 0.718 3.319 1.714 -2.029 0.0266
C -2.948 0.297 0.245 -0.197 1.744 -1.251 -0.0263
C -2.656 1.338 -0.622 0.317 -0.485 1.246 0.0400
Tc 0.535 1.905 0.091 1.190 1.235 0.440 1.0415
P 2.531 -0.221 0.979 0.501 -0.185 0.186 -0.0006
H -0.588 3.364 -3.848 0.192 0.468 -0.264 0.0058
H 0.534 6.670 -1.219 -0.113 -0.225 -0.619 0.0054
H -0.926 4.996 -5.653 0.172 0.285 0.208 0.0149
H 0.090 8.173 -3.189 0.153 -0.441 0.197 0.0173
H -3.281 2.207 -0.794 -0.425 -0.406 -0.021 0.0019
H 0.141 -0.058 -1.817 0.404 0.354 0.849 -0.0021
H -3.887 0.253 0.717 -1.268 -0.067 0.255 -0.0019
H 0.184 -0.976 0.728 -0.937 -0.325 -0.612 0.0003
C 2.055 -1.578 2.187 -0.490 0.354 -0.055 0.0044
C 2.749 -2.929 2.020 0.170 -0.272 -0.134 0.0013
H 0.963 -1.711 2.138 0.301 -0.060 0.271 0.0002
H 2.255 -1.170 3.188 0.008 -0.108 -0.305 0.0000
H 2.552 -3.552 2.904 0.033 0.224 -0.197 0.0003
H 2.371 -3.491 1.153 0.207 0.240 0.161 0.0002
H 3.836 -2.817 1.936 -0.301 -0.158 -0.028 0.0000
C 3.245 -1.093 -0.489 -0.186 0.086 0.354 -0.0054
C 3.641 -0.069 -1.549 0.064 -0.026 -0.406 0.0002
H 2.475 -1.786 -0.847 0.134 0.035 -0.030 0.0004
H 4.123 -1.696 -0.170 -0.739 0.269 -0.126 -0.0006
H 3.639 -0.537 -2.546 0.055 0.286 0.315 0.0000
H 2.917 0.773 -1.554 0.404 -0.187 -0.181 -0.0001
H 4.657 0.321 -1.372 -0.475 0.018 -0.044 0.0001
C 3.995 0.556 1.802 -0.681 0.519 -0.374 -0.0005
C 5.238 -0.329 1.845 0.134 0.001 0.235 -0.0004
H 3.640 0.838 2.807 0.328 0.000 -0.274 0.0001
H 4.166 1.493 1.245 0.182 -0.240 0.268 -0.0001
H 6.082 0.278 2.181 -0.058 -0.086 -0.020 -0.0001
H 5.121 -1.145 2.572 0.074 0.176 -0.327 0.0000
H 5.499 -0.729 0.857 0.021 0.092 0.368 -0.0001
Br -2.268 -1.806 1.945 -0.830 -1.861 2.982 0.0223
P -1.772 -3.420 -2.065 -0.896 1.979 1.851 0.6032
C -0.129 -3.334 -1.296 0.630 -0.655 -0.330 0.0973
C 0.531 -4.735 -1.281 0.055 -0.286 0.117 0.0158
H -0.220 -2.928 -0.272 -0.196 -0.132 -0.477 0.0160
H 0.476 -2.657 -1.917 -0.185 -0.050 0.129 0.0002
H 1.620 -4.648 -1.161 -0.353 -0.026 -0.068 0.0000
H 0.154 -5.346 -0.446 0.072 0.194 -0.384 0.0002
H 0.326 -5.265 -2.227 0.261 0.130 0.436 0.0055
C -3.039 -3.451 -0.728 0.405 -0.968 0.186 0.0951
C -4.394 -4.005 -1.091 -0.445 -0.167 -0.169 0.0087
H -3.156 -2.404 -0.429 0.297 -0.166 -0.338 0.0197
H -2.601 -3.986 0.120 -0.050 -0.111 -0.165 0.0009
H -4.996 -4.091 -0.182 -0.001 0.011 -0.199 -0.0003
H -4.909 -3.345 -1.788 -0.111 -0.036 -0.011 0.0002
H -4.323 -4.988 -1.549 -0.064 -0.103 0.074 0.0025
C -2.201 -1.815 -2.842 0.137 -0.225 -0.286 0.0771
C -2.459 -2.124 -4.310 0.005 0.174 -0.396 0.0247
H -1.373 -1.107 -2.690 -0.205 -0.396 -0.230 0.0060
H -3.095 -1.397 -2.345 0.319 -0.363 -0.169 0.0053
H -2.714 -1.218 -4.856 -0.023 -0.143 -0.131 0.0011
H -1.572 -2.585 -4.752 -0.042 0.159 -0.197 0.0034
H -3.269 -2.849 -4.409 -0.060 0.170 -0.092 0.0030
N -2.350 2.550 2.944 -0.423 0.465 -1.365 -0.0052
C -1.641 2.814 1.814 0.347 -0.924 2.286 0.0013
N -0.432 2.192 1.866 -1.002 0.143 0.277 0.0046
C -0.373 1.515 3.143 -0.199 0.906 -0.743 0.0096
C 0.686 0.939 3.823 0.207 -0.219 -0.358 0.0010
C 0.507 0.617 5.166 0.127 -0.025 -0.273 0.0000
C -0.695 0.911 5.834 -0.789 0.324 -1.503 -0.0007
C -1.785 1.460 5.123 0.450 -0.608 1.020 -0.0004
C -1.580 1.754 3.791 -0.009 0.475 -0.111 0.0006
H -3.337 2.841 3.107 1.254 -0.068 -0.058 0.0000
H -1.949 3.551 1.090 -0.080 -0.290 -0.203 0.0001
H 1.605 0.781 3.256 -0.184 0.080 0.659 0.0013
H 1.314 0.129 5.712 -0.158 0.274 -0.084 0.0001
H -0.775 0.720 6.880 -0.139 -0.165 0.496 0.0000
H -2.755 1.660 5.581 0.405 0.026 0.112 0.0000
```
Positions in Å, forces in eV/Å.


No. 3
Here is a molecular structure, C4H7NO2 from the OMol25 dataset. Energies are from the ωB97M-V functional and the def2-TZVPD basis.

The frontier orbital gap comes out at 11.21 eV. As for the net charge: 0. The LUMO energy comes out at 0.933 eV. The HOMO energy is -10.28 eV.

Structure (XYZ):
```
14
Properties=species:S:1:pos:R:3:forces:R:3:nbo_charge:R:1
C -1.425 -1.022 0.466 -0.060 0.006 0.027 -0.6000
C -0.059 -0.575 -0.042 0.011 -0.067 -0.027 -0.3573
C 0.111 0.905 -0.410 -0.243 0.043 -0.148 0.2306
O 0.818 1.132 0.874 0.140 -0.011 0.090 -0.5091
C 0.866 -0.206 1.114 0.273 -0.411 0.461 0.7896
O 1.451 -0.776 1.984 -0.337 0.271 -0.377 -0.5480
N 0.930 1.155 -1.541 0.139 0.011 0.087 -0.8187
H -1.803 -0.321 1.220 0.032 -0.092 -0.123 0.2156
H -2.157 -1.088 -0.344 0.134 0.014 0.067 0.2187
H -1.337 -2.004 0.940 -0.029 0.142 -0.082 0.2292
H 0.350 -1.275 -0.778 -0.007 0.123 0.151 0.2295
H -0.789 1.524 -0.437 0.137 -0.082 0.094 0.1837
H 1.687 0.479 -1.592 -0.068 0.078 -0.019 0.3611
H 1.355 2.073 -1.455 -0.123 -0.025 -0.200 0.3750
```
Positions in Å, forces in eV/Å.


No. 4
Here is 2 unconnected molecules or ions with the total composition C3H8O2 in a non-equilibrium geometry from the OMol25 dataset. Energies are from the ωB97M-V functional and the def2-TZVPD basis.

The frontier orbital gap comes out at 10.35 eV. As for the net charge: 0. The LUMO energy comes out at 0.693 eV. As for the SMILES: CC(C)=O.O. The HOMO energy is -9.65 eV.

Structure (XYZ):
```
13
Properties=species:S:1:pos:R:3:forces:R:3:nbo_charge:R:1
C -2.031 -0.360 -0.447 0.050 -0.541 -0.259 -0.7236
C -0.685 -0.569 0.271 -1.552 -2.847 -0.768 0.5885
C -0.060 0.638 0.841 0.765 0.793 0.667 -0.7296
O -0.339 -1.753 0.404 0.246 2.678 0.167 -0.5438
H -2.781 -0.221 0.350 0.142 0.043 -0.286 0.2303
H -2.244 -1.308 -0.969 -0.072 0.462 0.252 0.2380
H -2.126 0.469 -1.168 0.342 -0.132 0.478 0.2204
H 0.216 0.469 1.896 0.034 0.008 -0.437 0.2442
H -0.750 1.498 0.792 0.325 -0.378 -0.024 0.2230
H 0.852 0.885 0.273 -0.271 -0.112 0.210 0.2504
O 3.238 -0.144 -1.068 0.167 0.782 0.990 -0.9373
H 3.260 0.838 -1.020 0.056 -1.057 -0.031 0.4661
H 3.448 -0.442 -0.154 -0.233 0.303 -0.960 0.4733
```
Positions in Å, forces in eV/Å.